Entry from OMol25: C18H23CaI2N6O2S2Se2Te2 as an isolated structure (wB97M-V/def2-TZVPD).

The geometry in XYZ format:
```
58
Properties=species:S:1:pos:R:3:nbo_charge:R:1
Ca 0.212 -0.080 0.673 1.6887
I 4.620 1.882 -5.549 0.0935
C 3.151 1.139 -4.263 -0.2104
C 1.836 1.535 -4.422 -0.2714
C 0.879 1.060 -3.540 -0.2270
I -1.107 1.668 -3.769 0.0978
C 1.177 0.193 -2.465 0.3187
O 0.288 -0.222 -1.641 -0.8911
C 2.551 -0.182 -2.339 -0.0288
C 2.930 -1.038 -1.161 -0.2653
N 2.669 -0.338 0.105 -0.6902
C 3.379 0.924 0.270 -0.2696
C 2.626 2.068 -0.365 0.2331
C 3.240 2.984 -1.207 -0.2539
C 2.478 3.999 -1.759 -0.1699
C 1.131 4.074 -1.443 -0.2253
C 0.604 3.119 -0.588 0.0456
N 1.328 2.134 -0.065 -0.5133
C 3.501 0.279 -3.226 -0.2484
H 1.556 2.210 -5.219 0.2280
H 3.989 -1.318 -1.248 0.1698
H 2.320 -1.946 -1.162 0.2523
H 2.867 -0.938 0.902 0.4096
H 4.404 0.879 -0.122 0.1786
H 3.436 1.124 1.344 0.2421
H 4.290 2.877 -1.447 0.2205
H 2.927 4.711 -2.441 0.2152
H 0.493 4.842 -1.858 0.2126
H -0.441 3.139 -0.300 0.2105
H 4.535 -0.019 -3.094 0.2143
Se 1.532 -0.223 3.295 -0.9045
Te -0.483 -1.485 4.107 0.0506
Te -1.249 -2.844 1.862 -0.0473
Se -3.607 -2.190 1.339 -0.8193
C -5.015 0.600 -1.088 -0.6689
C -4.361 1.314 0.031 0.3782
N -4.925 2.128 0.862 -0.2808
N -3.910 2.486 1.715 -0.3879
C -2.733 1.901 1.439 0.2364
S -1.275 2.010 2.242 -0.2873
N -3.024 1.173 0.320 -0.2445
N -2.136 0.271 -0.243 -0.7700
H -6.069 0.863 -1.109 0.2408
H -4.905 -0.476 -0.943 0.2609
H -4.554 0.868 -2.042 0.2251
H -4.092 3.066 2.513 0.4197
H -2.542 -0.675 -0.094 0.4212
H -1.967 0.477 -1.225 0.4016
C -2.283 -4.061 -1.827 -0.8302
S -1.042 -2.762 -1.769 1.2855
C -1.010 -2.441 -3.538 -0.8229
O 0.250 -3.445 -1.468 -1.0087
H -1.907 -4.874 -2.448 0.2158
H -3.213 -3.650 -2.221 0.2246
H -2.461 -4.388 -0.805 0.2574
H -1.967 -2.026 -3.854 0.2216
H -0.801 -3.379 -4.052 0.2198
H -0.220 -1.718 -3.724 0.2468
```

Output
- Net charge: -1
- Multiplicity: 1
- Relative energy (zero: lowest compared OMol25 entry of this formula, charge and spin): 0.092 eV
- Orbital gap: 5.5816 eV
- E_HOMO: -0.137 Eh

=====

Entry from OMol25: C18H23Cl3Ge2N3OOs as an isolated structure (wB97M-V/def2-TZVPD).

The geometry in XYZ format:
```
51
Properties=species:S:1:pos:R:3:lowdin_spin:R:1
Os -0.055 0.920 -0.954 0.0092
C 0.802 3.068 2.663 -0.0004
C 0.341 2.636 1.319 -0.0029
N 0.528 1.441 0.863 0.0015
N 1.273 0.522 1.544 0.0000
C 1.655 -0.413 0.729 0.0015
O 1.278 -0.365 -0.586 0.0057
C 2.501 -1.520 1.133 0.0003
C 2.904 -1.622 2.469 0.0003
C 3.704 -2.676 2.862 0.0000
C 4.107 -3.627 1.931 0.0003
C 3.712 -3.528 0.602 0.0001
C 2.909 -2.478 0.200 0.0011
C -0.293 3.494 0.317 0.0016
C -0.640 4.816 0.512 -0.0003
C -1.215 5.530 -0.532 0.0033
C -1.424 4.913 -1.756 -0.0010
C -1.038 3.598 -1.915 0.0024
N -0.497 2.896 -0.903 -0.0029
H 1.850 2.798 2.798 -0.0001
H 0.235 2.538 3.432 -0.0001
H 0.687 4.136 2.815 0.0000
H 2.586 -0.876 3.184 0.0000
H 4.018 -2.760 3.892 0.0000
H 4.737 -4.449 2.242 0.0000
H 4.034 -4.270 -0.116 0.0000
H 2.607 -2.393 -0.835 0.0035
H -0.469 5.286 1.468 0.0000
H -1.496 6.564 -0.387 0.0002
H -1.873 5.439 -2.586 -0.0001
H -1.165 3.075 -2.853 0.0009
C -3.739 -1.935 0.813 0.0012
Ge -2.374 -1.664 -0.544 0.0051
C -0.906 -2.935 -0.341 0.0192
C -3.133 -1.680 -2.336 0.0005
C -1.715 0.198 -0.066 0.0052
H -3.310 -1.908 1.814 0.0000
H -4.203 -2.911 0.666 0.0002
H -4.516 -1.175 0.740 0.0000
H -1.189 -3.882 -0.802 -0.0001
H -0.698 -3.122 0.713 0.0013
H 0.022 -2.595 -0.806 0.0227
H -3.404 -2.706 -2.587 0.0001
H -2.455 -1.315 -3.105 -0.0002
H -4.043 -1.081 -2.366 0.0001
H -1.622 0.265 1.021 -0.0003
H -2.501 0.914 -0.366 0.0012
Cl -0.069 -2.564 -5.238 0.1720
Ge 0.890 -1.735 -3.554 0.4551
Cl 2.895 -1.157 -3.899 0.1727
Cl -0.233 0.296 -3.311 0.1201
```

Output
- Net charge: +2
- Multiplicity: 2
- Expectation value of S²: 0.764
- Orbital gap (alpha / beta): 6.1691 / 5.6913 eV
- E_HOMO (alpha / beta): -0.532 / -0.532 Eh

=====

Entry from OMol25: C18H23CuN5O3 as an isolated structure (wB97M-V/def2-TZVPD).

The geometry in XYZ format:
```
50
Properties=species:S:1:pos:R:3:lowdin_spin:R:1
C -1.109 -1.914 -5.136 0.0000
C -1.729 -1.104 -6.042 0.0000
H -1.028 -2.981 -5.351 0.0000
H -0.646 -1.517 -4.232 0.0000
C -1.872 0.309 -5.803 0.0000
C -1.652 0.843 -4.567 0.0000
H -1.397 0.220 -3.708 0.0000
H -1.777 1.917 -4.420 0.0000
C -2.256 -1.687 -7.346 0.0000
H -2.024 -2.755 -7.383 0.0000
H -1.816 -1.209 -8.236 0.0000
H -3.348 -1.585 -7.441 0.0000
C -2.311 1.206 -6.951 0.0000
H -3.267 0.890 -7.398 0.0000
H -1.574 1.233 -7.769 0.0000
H -2.427 2.229 -6.582 0.0000
Cu 0.141 0.204 3.281 0.7608
O 0.094 -0.258 1.359 0.0451
C 0.744 0.219 0.386 0.0039
O 1.065 1.871 2.780 0.0443
C 1.789 1.956 1.764 0.0030
O 2.735 2.869 1.677 0.0020
N 1.714 1.199 0.615 -0.0002
C 3.437 2.718 0.397 0.0008
C 2.688 1.683 -0.378 -0.0001
H 4.452 2.381 0.623 0.0001
H 3.449 3.692 -0.096 0.0000
H 3.345 0.880 -0.716 0.0000
H 2.171 2.142 -1.222 0.0000
C 0.610 -0.310 -0.953 0.0031
C -0.260 -1.320 -1.214 -0.0013
H 1.275 0.100 -1.694 0.0005
H -0.876 -1.736 -0.405 0.0000
H -0.290 -1.830 -2.179 -0.0001
N -0.180 0.548 7.306 0.0002
C -0.499 1.895 7.156 0.0030
C -0.526 2.153 5.806 0.0072
N -0.300 0.967 5.123 0.0639
C -0.043 0.029 6.049 0.0015
C 0.330 -1.287 5.596 0.0015
N 0.402 -1.504 4.271 0.0512
C 0.704 -2.842 4.086 0.0051
C 0.785 -3.439 5.317 0.0021
N 0.528 -2.458 6.270 0.0001
H -0.116 0.018 8.172 0.0002
H -0.660 2.550 7.998 0.0007
H -0.704 3.065 5.258 0.0003
H 0.811 -3.221 3.083 0.0003
H 0.985 -4.464 5.575 0.0005
H 0.439 -2.568 7.272 0.0003
```

Output
- Net charge: +2
- Multiplicity: 2
- Expectation value of S²: 0.752
- Relative energy (zero: lowest compared OMol25 entry of this formula, charge and spin): 1.240 eV
- Orbital gap (alpha / beta): 4.9471 / 3.8808 eV
- E_HOMO (alpha / beta): -0.435 / -0.435 Eh

=====

Entry from OMol25: a 4-piece molecular cluster, C18H23F16NO6P overall (wB97M-V/def2-TZVPD).

The geometry in XYZ format:
```
65
Properties=species:S:1:pos:R:3:nbo_charge:R:1
C 2.625 -4.245 -1.826 -0.6270
C 2.771 -2.713 -1.619 -0.7065
P 2.624 -2.337 0.209 0.9132
C 1.034 -3.233 0.655 -0.9814
N 3.977 -3.140 0.823 -1.0880
C 4.064 -3.154 2.149 0.7294
F 3.077 -2.477 2.839 -0.3766
F 4.016 -4.490 2.628 -0.4150
C 5.436 -2.529 2.620 0.5388
F 5.199 -1.241 2.919 -0.3316
F 6.320 -2.547 1.661 -0.2937
C 6.031 -3.161 3.905 0.9132
F 6.773 -4.182 3.590 -0.3093
F 5.142 -3.492 4.782 -0.2998
F 6.819 -2.273 4.504 -0.3354
H 3.204 -4.735 -1.046 0.2295
H 3.077 -4.536 -2.778 0.1833
H 1.588 -4.552 -1.748 0.1922
H 3.751 -2.420 -1.989 0.2159
H 2.029 -2.158 -2.187 0.2013
H 1.198 -4.220 1.090 0.2157
H 0.358 -3.285 -0.201 0.2172
H 0.554 -2.634 1.423 0.2231
C -3.860 0.323 1.192 -0.6462
C -4.430 -0.795 0.351 -0.0776
O -3.605 -0.965 -0.810 -0.4807
C -2.487 -1.659 -0.590 0.6875
O -2.154 -2.122 0.457 -0.5207
C -1.674 -1.793 -1.883 0.9022
F -1.633 -0.638 -2.572 -0.3127
F -2.209 -2.724 -2.698 -0.3164
F -0.419 -2.138 -1.607 -0.2910
H -3.753 1.233 0.599 0.2153
H -4.493 0.538 2.055 0.2099
H -2.867 0.050 1.545 0.2484
H -5.430 -0.554 -0.006 0.1886
H -4.505 -1.721 0.921 0.1963
C 2.455 0.745 3.131 -0.6450
C 1.492 1.856 3.502 -0.0787
O 1.026 2.550 2.326 -0.4794
C 0.022 1.974 1.679 0.6934
O -0.526 0.959 1.988 -0.5360
C -0.383 2.827 0.470 0.8985
F 0.677 3.270 -0.222 -0.3072
F -1.084 3.913 0.864 -0.3243
F -1.154 2.139 -0.376 -0.3062
H 3.277 1.137 2.532 0.2199
H 2.862 0.279 4.027 0.2266
H 1.964 -0.026 2.536 0.2518
H 1.996 2.605 4.110 0.1847
H 0.648 1.480 4.080 0.1922
C -2.001 4.904 -2.443 -0.6418
C -3.343 5.501 -2.808 -0.0781
O -3.874 4.897 -4.002 -0.4800
C -4.510 3.741 -3.837 0.6906
O -4.678 3.171 -2.801 -0.5324
C -5.054 3.254 -5.188 0.8982
F -4.145 3.387 -6.166 -0.3085
F -6.141 3.967 -5.541 -0.3154
F -5.409 1.970 -5.132 -0.2986
H -1.309 4.979 -3.283 0.2154
H -1.573 5.422 -1.585 0.2265
H -2.094 3.847 -2.196 0.2326
H -3.232 6.560 -3.032 0.1916
H -4.057 5.415 -1.989 0.1982
```

Output
- Net charge: -1
- Multiplicity: 1
- Orbital gap: 5.0317 eV
- E_HOMO: -0.109 Eh

=====

Max |F| across the listed records, respectively: 0.31, 1.05, 2.50, 2.43 eV Å⁻¹.